Below is a structure of composition C18H38N3O2PPdSi at a distorted geometry, with properties calculated with ωB97M-V with the def2-TZVPD basis set.

```
64
C18H38N3O2PPdSi ωB97M-V with the def2-TZVPD basis set
Pd -0.63098 -1.39564 0.03650
Si -0.96309 -3.28922 -1.62365
P 2.02414 2.05329 -2.68263
N -1.97406 -1.94428 -1.30740
H 2.81363 1.90096 -1.48992
C 2.04019 3.75914 -3.23032
H 2.34118 3.79994 -4.28554
H 2.75093 4.32798 -2.61863
H 1.03251 4.17884 -3.11404
C 2.73403 1.00535 -3.96027
H 2.79908 1.59260 -4.88638
H 2.10144 0.12331 -4.12521
H 3.74149 0.68515 -3.66414
C 0.31001 1.57494 -2.40734
H -0.32386 2.46879 -2.47198
H 0.18983 1.11303 -1.41909
H -0.00278 0.85065 -3.16977
C 0.82473 -2.83833 -1.93046
H 1.18454 -1.94091 -1.39323
H 0.94637 -2.66900 -3.00755
H 1.43712 -3.69676 -1.63378
H -1.10293 -4.46343 -0.71142
H -1.44283 -3.73928 -2.95667
C -3.15871 -1.31247 -1.47776
C -4.62390 0.54860 -0.93631
C -3.34592 -0.00633 -0.95538
C -4.24244 -1.98530 -2.11736
C -5.51060 -1.41958 -2.06996
C -5.70324 -0.16274 -1.47449
H -4.76773 1.54391 -0.51211
H -2.47692 0.49851 -0.51908
H -4.04510 -2.95625 -2.57707
H -6.35874 -1.94854 -2.50796
H -6.70438 0.26785 -1.43217
C 2.70247 0.49646 -0.05638
O 1.72038 -0.25338 -0.26703
C 2.59003 1.66385 0.88594
H 3.27705 2.47210 0.61109
H 2.85718 1.33919 1.90182
H 1.56047 2.03688 0.89292
C 4.08276 0.07241 -0.47290
H 4.75719 0.92911 -0.59090
H 4.03481 -0.49854 -1.40628
H 4.50121 -0.57844 0.30788
C -1.35899 1.97737 3.02375
N -0.72357 0.86223 3.69210
C -0.89607 0.75866 5.12813
C -0.34083 -0.14535 2.86694
O -0.60961 0.06400 1.63439
N 0.28260 -1.26035 3.30786
C 1.00884 -1.30318 4.56647
C 0.56880 -2.34433 2.38168
H -1.63564 2.71040 3.78395
H -2.26350 1.66495 2.47807
H -0.66851 2.44254 2.30666
H -1.32810 -0.20921 5.41703
H 0.04915 0.91818 5.66652
H -1.58814 1.55019 5.42587
H 0.33919 -1.51279 5.41120
H 1.73646 -2.11656 4.49904
H 1.55267 -0.36762 4.75137
H -0.34733 -2.59175 1.79146
H 1.40183 -2.09161 1.70425
H 0.84415 -3.21021 2.98970
```

* orbital gap (spin up / spin down): 2.62 / 6.68 eV
* highest occupied orbital energy (spin up / spin down): -2.38 / -7.03 eV
* net charge: 0
* 2S+1: 5
* calculated total energy: -1781.825937 hartree

These are the Mulliken partial charges, in e, on atoms 1 to 2:
1 Pd -0.310
2 Si 0.210